1.
This record from the OMol25 dataset describes C41H32N5OP2ReS6 as an isolated structure at a distorted geometry. The level of theory is ωB97M-V/def2-TZVPD.

Properties
- Total energy: -138257.8688 eV
- LUMO (alpha / beta): 1.60 / 1.55 eV
- Total charge: -1
- Spin multiplicity: 2

Structure (XYZ):
```
88
Properties=species:S:1:pos:R:3:forces:R:3:lowdin_charge:R:1
Re 1.243649 1.831536 0.831654 -2.96 -1.76 1.90 0.9321
N 1.494425 2.972185 5.103707 0.05 0.17 0.17 0.0502
C 1.312575 2.847842 3.759919 0.38 -0.50 -0.63 -0.9229
S 1.896037 1.340566 3.043654 0.41 0.37 -0.82 0.5047
N 0.836096 3.824170 3.079830 -0.26 0.61 0.81 -0.0146
N 0.763347 3.641642 1.717150 0.78 -0.56 -0.60 -0.1748
C 0.467165 4.734104 1.071919 -0.06 0.02 0.16 -0.0655
C 0.422455 4.959110 -0.330787 0.10 -0.28 -0.36 -0.1968
C 0.052101 6.239378 -0.778185 0.02 0.10 0.07 -0.0548
C 0.058679 6.569848 -2.109402 -0.05 0.12 0.03 -0.1047
C 0.431297 5.601203 -3.049300 0.06 -0.12 0.05 -0.0805
C 0.776825 4.332736 -2.652060 0.03 -0.04 -0.09 -0.0078
C 0.778465 3.972293 -1.289497 -0.15 0.33 0.35 -0.3651
O 1.127447 2.765738 -0.957469 0.57 -0.02 -0.51 -0.2960
H 1.579406 2.097437 5.592905 -0.09 -0.02 0.04 0.0617
H 0.928538 3.671793 5.557579 -0.02 -0.01 -0.04 0.0916
H 0.272468 5.594115 1.707617 -0.06 -0.04 0.05 0.1281
H -0.243269 6.975153 -0.038044 0.04 0.01 0.00 0.1099
H -0.207984 7.569169 -2.427112 -0.04 -0.02 0.00 0.0925
H 0.459546 5.854450 -4.102384 -0.04 -0.01 0.00 0.1000
H 1.059276 3.574014 -3.370229 0.01 -0.03 0.02 0.1140
S -1.020300 1.085869 4.183249 -0.48 -0.07 0.28 0.2979
P -1.392413 0.243555 2.452107 0.31 -0.16 0.27 0.4357
C -0.624656 0.910984 0.953474 1.80 1.22 -0.55 -0.6004
P -1.679154 1.346310 -0.450255 0.44 -0.49 -0.44 0.4268
S -2.407028 3.161072 -0.432541 -0.08 0.13 0.13 0.3322
C -3.008809 0.134424 -0.865832 -0.07 0.00 0.23 -0.3270
C -2.694307 -1.181002 -1.203731 -0.05 0.00 0.17 -0.0821
C -3.677740 -2.037392 -1.668154 0.06 -0.10 0.01 -0.0794
C -4.981963 -1.586561 -1.815480 -0.08 0.01 0.02 -0.0968
C -5.294479 -0.272221 -1.506466 -0.05 -0.06 0.00 -0.0856
C -4.309430 0.587571 -1.042186 0.02 -0.05 0.16 -0.1124
C -0.740524 0.956333 -1.983449 0.09 0.13 0.06 -0.3561
C -1.192214 1.519285 -3.171845 0.05 0.09 0.00 -0.1042
C -0.611598 1.158171 -4.378478 -0.03 0.00 -0.03 -0.0917
C 0.432511 0.244684 -4.402881 0.09 -0.03 -0.02 -0.0928
C 0.900331 -0.302670 -3.217227 -0.03 -0.07 -0.06 -0.0742
C 0.300809 0.036786 -2.015396 -0.18 0.00 -0.07 -0.1465
C -0.981284 -1.538384 2.505506 0.06 0.16 -0.18 -0.3503
C -1.188137 -2.248169 3.685768 0.03 0.00 0.04 -0.1045
C -0.945334 -3.611301 3.725439 -0.01 -0.04 0.03 -0.0797
C -0.499402 -4.276169 2.589728 0.04 -0.04 -0.08 -0.0869
C -0.295546 -3.574689 1.413302 0.01 0.00 -0.06 -0.0969
C -0.530618 -2.207227 1.375920 -0.09 0.03 0.05 -0.1293
C -3.216906 0.214441 2.359788 0.06 0.07 -0.16 -0.3600
C -3.949532 -0.962916 2.249934 0.08 0.09 -0.15 -0.0803
C -5.333284 -0.924106 2.325448 -0.11 0.00 -0.03 -0.0879
C -5.988008 0.284372 2.511798 -0.08 -0.10 -0.04 -0.0973
C -5.258345 1.456880 2.643955 0.05 0.08 -0.06 -0.0815
C -3.875652 1.421991 2.581264 -0.08 0.00 -0.13 -0.1281
H -1.674693 -1.533614 -1.117510 -0.07 -0.02 -0.05 0.0876
H -3.424616 -3.057457 -1.930874 0.02 0.00 0.03 0.1009
H -5.750657 -2.258698 -2.177904 0.01 0.01 -0.01 0.0956
H -6.309185 0.086321 -1.630385 0.01 0.02 0.00 0.0995
H -4.532219 1.622207 -0.820518 -0.03 0.04 0.06 0.0544
H -1.988448 2.254093 -3.138477 -0.02 -0.02 -0.01 0.0879
H -0.969110 1.590012 -5.305712 -0.03 0.03 0.03 0.0982
H 0.884759 -0.042436 -5.344562 0.01 0.04 0.00 0.0957
H 1.735169 -0.992904 -3.225344 -0.01 -0.01 0.02 0.1043
H 0.655898 -0.404607 -1.096810 0.04 -0.02 0.03 0.0425
H -1.531265 -1.718439 4.566062 0.03 0.01 0.00 0.0830
H -1.100150 -4.163344 4.644311 0.00 0.03 0.01 0.0995
H -0.292939 -5.338659 2.618539 -0.01 0.00 0.05 0.1012
H 0.060999 -4.086107 0.527461 0.04 0.00 0.02 0.1064
H -0.356249 -1.640430 0.472293 0.09 -0.03 -0.01 0.0604
H -3.443576 -1.908312 2.105932 -0.02 -0.01 -0.05 0.1031
H -5.901440 -1.841100 2.229329 0.00 0.00 0.01 0.0996
H -7.070557 0.311230 2.552606 0.01 0.00 0.03 0.0956
H -5.766976 2.401251 2.793911 0.01 -0.01 0.01 0.1014
H -3.292908 2.322915 2.720159 -0.03 0.03 -0.05 0.0842
S 3.774313 -4.769172 1.579477 -0.11 -0.23 0.21 0.5839
C 3.875422 -3.289003 0.852797 0.00 0.23 -0.12 -1.0678
S 2.892478 -1.951036 1.407593 0.28 0.09 -0.41 0.9728
C 3.551735 -0.938312 0.123744 -0.10 -0.83 1.16 -1.0443
N 4.429345 -1.551246 -0.585623 0.18 0.21 -0.47 -0.0179
N 4.623242 -2.859650 -0.205139 -0.31 0.05 0.38 -0.1297
C 5.537815 -3.591708 -1.024629 0.15 0.00 -0.23 -0.1698
C 6.063343 -2.946272 -2.151710 -0.13 0.03 0.11 -0.0251
C 6.946674 -3.601695 -2.988964 -0.03 -0.02 0.05 -0.0928
C 7.331846 -4.908137 -2.725411 0.05 -0.03 -0.04 -0.1086
C 6.815953 -5.546108 -1.611739 0.03 0.03 -0.05 -0.0914
C 5.926651 -4.903490 -0.761487 -0.07 0.04 0.10 -0.0509
S 3.091514 0.666329 -0.227145 -0.51 1.16 -0.79 0.5758
H 5.764252 -1.932277 -2.355624 0.01 0.04 -0.03 0.0975
H 7.331905 -3.082506 -3.857137 0.01 0.01 0.01 0.0994
H 8.027430 -5.417144 -3.380639 -0.01 -0.01 0.00 0.0951
H 7.102467 -6.566229 -1.389613 0.00 0.00 0.02 0.1002
H 5.536246 -5.422667 0.094519 0.00 0.01 0.03 0.0103
```
Positions in Å, forces in eV/Å.

---

2.
This record from the OMol25 dataset describes C41H33AuF9N5PS2 as an isolated structure at a distorted geometry. The level of theory is ωB97M-V/def2-TZVPD.

Properties
- Total energy: -109587.9130 eV
- LUMO: -10.64 eV
- Total charge: +3
- Energy above the lowest of the compared OMol25 structures with the same formula, charge and spin: 174.32 kJ/mol

Structure (XYZ):
```
92
Properties=species:S:1:pos:R:3:forces:R:3:lowdin_charge:R:1
Au 0.070455 0.268444 -0.028052 0.40 1.13 0.56 0.8772
C -1.605755 -0.146076 4.312486 -0.06 -0.01 -0.02 0.0221
C -1.272477 0.196369 2.895880 -0.16 -0.07 -0.02 -0.2406
N -0.126203 0.454925 2.415529 0.08 0.07 0.15 0.0024
N 1.034429 0.422958 3.114256 -0.02 -0.08 -0.07 0.0478
C 2.177958 0.614519 2.425642 -0.08 -0.08 0.00 -0.6817
N 3.315649 0.611147 3.094769 0.04 0.08 -0.08 0.1721
S 2.272706 0.907100 0.724671 0.03 -0.35 -0.40 0.8308
C -2.365668 0.275287 1.867002 0.13 0.05 -0.07 -0.2287
C -3.686332 0.356040 2.262156 -0.08 0.05 0.02 0.0282
C -4.696026 0.468849 1.311608 -0.05 -0.02 0.05 0.0192
C -4.357761 0.510869 -0.024947 -0.03 0.02 -0.04 0.0108
C -3.019673 0.419654 -0.369266 0.04 0.05 0.23 -0.0994
N -2.049447 0.293004 0.543222 -0.09 -0.48 -0.49 -0.0237
H -0.730134 -0.385113 4.912271 0.03 0.00 -0.03 0.0844
H -2.269217 -1.010815 4.347887 0.01 0.01 0.00 0.1069
H -2.119599 0.687067 4.797835 0.01 0.00 -0.01 0.1161
H 1.054270 0.248821 4.112636 0.00 -0.03 0.03 0.1673
H 3.359746 0.546596 4.102463 -0.01 0.07 0.01 0.1490
H 4.188754 0.759563 2.606823 0.02 -0.08 -0.01 0.1286
H -3.937011 0.348669 3.313904 0.01 -0.02 -0.02 0.1302
H -5.730940 0.525599 1.623070 0.01 0.01 0.00 0.1399
H -5.107574 0.603434 -0.798635 0.02 0.01 0.00 0.1369
H -2.717249 0.454205 -1.405914 0.00 0.02 0.00 0.1099
N -0.124955 2.360258 0.048565 -0.37 -0.04 0.27 -0.4985
S -0.606969 3.362471 -1.119492 -0.01 -0.17 0.01 1.0867
C 0.630769 4.598398 -1.315871 0.01 0.05 -0.10 -0.4350
C 1.254701 4.667578 -2.555040 0.05 0.05 0.04 -0.0742
C 2.209315 5.655447 -2.762613 0.03 -0.03 0.02 -0.0392
C 2.522756 6.538886 -1.739877 -0.04 -0.03 0.01 -0.0256
C 1.891735 6.447154 -0.498994 0.03 0.00 -0.01 -0.0372
C 0.935061 5.474630 -0.277148 0.07 0.06 -0.05 -0.0706
C -1.957298 4.319473 -0.440915 -0.05 -0.07 -0.02 -0.3974
C -2.643526 3.864035 0.672731 -0.08 0.01 0.00 -0.0963
C -3.716941 4.608561 1.148908 0.02 -0.06 -0.01 -0.0540
C -4.092512 5.778172 0.506977 0.00 0.02 0.01 -0.0351
C -3.407350 6.207773 -0.623598 0.03 0.01 -0.01 -0.0278
C -2.330993 5.481024 -1.106393 -0.01 0.02 -0.03 -0.0603
H -0.014421 2.768286 0.970049 0.09 0.15 -0.09 0.0196
H 1.000082 3.973210 -3.346671 -0.04 0.03 0.01 0.1137
H 2.700721 5.732664 -3.722923 0.00 0.02 0.01 0.1237
H 3.258605 7.313522 -1.908702 0.00 0.00 0.01 0.1253
H 2.135567 7.148277 0.287892 0.02 0.00 -0.02 0.1229
H 0.423194 5.419965 0.676948 -0.04 0.00 -0.04 0.1209
H -2.348958 2.944994 1.162811 0.01 0.03 0.03 0.0750
H -4.263737 4.271357 2.020083 0.04 0.02 0.02 0.1144
H -4.917380 6.363188 0.891187 -0.02 -0.02 -0.03 0.1249
H -3.708303 7.115011 -1.129912 0.01 0.00 0.01 0.1276
H -1.788909 5.823499 -1.979442 -0.01 0.00 0.02 0.1261
F -2.553661 -2.995280 -6.285855 0.02 -0.02 -0.01 0.1621
C -1.465824 -3.679994 -5.923565 0.01 -0.01 0.01 -0.5959
F -1.788576 -4.973850 -5.839470 0.00 0.03 -0.02 0.1776
F -0.541030 -3.541500 -6.878382 -0.03 -0.01 0.01 0.1748
C -0.921673 -3.191916 -4.594986 0.01 0.00 -0.03 -0.0714
C 0.254628 -3.758205 -4.116813 0.04 -0.02 0.02 0.0375
C 0.780175 -3.343507 -2.906362 -0.06 -0.03 -0.04 -0.0456
C 0.113929 -2.355754 -2.176567 0.01 0.14 -0.05 -0.3462
C -1.061681 -1.792502 -2.663221 0.05 -0.03 -0.06 -0.0717
C -1.583146 -2.209902 -3.877853 -0.01 0.04 0.04 0.0264
P 0.692704 -1.935458 -0.535466 -0.05 -0.38 0.29 0.9910
C 0.056097 -3.179951 0.599806 -0.01 0.10 0.06 -0.3354
C 0.699988 -4.415661 0.692799 -0.04 -0.04 -0.01 -0.0500
C 0.160555 -5.412957 1.489276 0.03 0.00 -0.04 0.0391
C -1.017757 -5.179901 2.184356 0.01 -0.02 0.04 -0.0773
C -1.670675 -3.961562 2.084815 -0.02 0.06 -0.01 0.0173
C -1.133549 -2.961556 1.289934 0.05 -0.07 0.04 -0.0717
C -1.567715 -6.251920 3.103609 0.00 -0.01 -0.01 -0.5945
F -2.888433 -6.117940 3.261645 0.03 -0.01 0.00 0.1626
F -0.994525 -6.142711 4.312234 -0.02 -0.01 -0.01 0.1669
F -1.315344 -7.470217 2.630413 -0.01 0.03 0.02 0.1782
C 2.479421 -2.014923 -0.490158 0.11 -0.05 0.01 -0.4280
C 3.120990 -2.336358 0.710600 -0.02 -0.07 -0.09 -0.1024
C 4.491892 -2.196691 0.814801 0.01 0.01 0.01 0.0085
C 5.216754 -1.707031 -0.265488 0.01 0.09 0.06 -0.0850
C 4.596634 -1.424456 -1.471332 -0.03 -0.02 -0.06 0.0323
C 3.220949 -1.573999 -1.585066 0.01 -0.02 0.02 -0.0710
C 6.673367 -1.355651 -0.054159 0.01 -0.09 -0.03 -0.5918
F 7.339377 -1.256078 -1.198526 -0.01 0.00 0.04 0.1814
F 6.727913 -0.153439 0.566909 0.02 -0.01 0.00 0.1415
F 7.283969 -2.240404 0.732514 0.00 0.02 -0.03 0.1763
H 0.758478 -4.523616 -4.693344 -0.01 0.00 0.00 0.1462
H 1.695099 -3.790958 -2.538789 -0.01 0.00 0.00 0.1200
H -1.577352 -1.031510 -2.092631 0.00 -0.04 -0.01 0.0532
H -2.494977 -1.779457 -4.267626 0.00 0.00 0.00 0.1330
H 1.617114 -4.608114 0.150209 -0.02 -0.01 0.00 0.1204
H 0.650782 -6.374896 1.563298 0.00 0.01 0.00 0.1436
H -2.600365 -3.806522 2.616481 0.00 0.00 -0.02 0.1310
H -1.651547 -2.019816 1.192373 -0.04 -0.03 -0.03 0.0678
H 2.552323 -2.705095 1.555568 0.02 0.02 0.01 0.1128
H 5.005477 -2.465053 1.729501 -0.02 0.02 0.01 0.1391
H 5.183374 -1.093789 -2.317916 -0.01 0.06 0.02 0.1405
H 2.732713 -1.338817 -2.523386 0.02 0.01 0.01 0.1212
```
Positions in Å, forces in eV/Å.

---

Q: Among the records above, which one has the lowest total charge?
A: C41H32N5OP2ReS6